Record 1
143
Properties=species:S:1:pos:R:3:forces:R:3 method="wB97M-V/def2-TZVPD" total_energy_ha=-5146.9156 molar_mass_g_mol=902.0 charge=-1 homo_ev=-5.93 largest_force_ev_per_a=2.9 e_above_lowest_kcal_mol=49.33 lumo_ev=2.4
As 1.26185 -0.54055 0.96040 -0.84 -0.44 -0.39
F 0.50845 0.73716 1.93831 0.71 -0.83 -0.29
F 2.87747 -0.01451 1.45113 -1.13 -0.22 0.29
F 1.95378 -1.86300 -0.07047 -0.58 1.61 0.98
F -0.36976 -0.95098 0.38574 1.24 0.14 0.26
F 1.45603 0.67774 -0.31845 -0.43 -1.18 0.46
F 1.13744 -1.70554 2.29276 0.23 1.01 -0.90
C 1.35422 6.74743 -1.05707 1.54 -0.67 -0.72
C -0.08574 6.70322 -0.67399 -0.62 -0.04 0.74
C -0.44995 5.44568 0.23606 -0.66 2.09 -1.82
O -0.63601 4.36993 -0.66470 0.23 -0.30 1.35
C -0.48235 3.17423 0.07651 0.97 -1.43 -0.91
N -0.51448 7.95691 -0.04916 -0.34 0.62 0.72
H 2.05533 6.53641 -0.24960 -0.11 0.26 0.41
H 1.64312 7.68546 -1.53115 -0.18 0.27 0.19
H 1.63013 6.00394 -1.80486 -0.30 -0.35 -0.06
H -0.64851 6.66323 -1.60662 -0.33 -0.49 0.15
H -1.38809 5.62741 0.76043 -0.20 0.26 0.03
H 0.29663 5.33063 1.02186 0.48 -0.50 -0.24
H 0.54880 3.11094 0.42410 -0.15 0.17 0.47
H -0.53290 2.30669 -0.58145 -0.28 0.21 -0.41
H -1.17787 2.93674 0.88147 -0.26 0.76 0.21
H 0.16678 8.35041 0.58419 0.33 -0.57 0.55
H -0.57493 8.73189 -0.69403 -0.31 -0.30 -0.69
C 4.96489 -2.38435 3.35722 -0.01 -0.24 1.20
C 5.25427 -2.58478 1.92158 0.67 -1.02 -1.77
C 4.37754 -3.67439 1.19271 0.31 0.18 1.50
O 4.76918 -4.96853 1.66656 0.61 0.41 0.26
C 3.78021 -5.92679 1.41157 -0.15 0.92 -0.68
N 5.25086 -1.28867 1.26428 -0.06 -0.28 -0.06
H 3.99414 -1.92185 3.53567 -0.18 -0.19 0.04
H 5.72090 -1.73549 3.79941 0.02 0.24 -0.17
H 5.08408 -3.32629 3.89261 -0.48 -0.11 0.07
H 6.26456 -2.99094 1.87211 0.29 -0.05 -0.14
H 4.45686 -3.68730 0.10567 0.16 0.44 -0.17
H 3.33897 -3.49355 1.46979 -0.33 0.03 -0.14
H 4.17133 -6.92320 1.61724 -0.28 0.14 0.32
H 3.49510 -5.85369 0.36207 0.04 -0.38 -0.46
H 2.87440 -5.60234 1.92376 -0.24 -0.70 0.55
H 4.32423 -0.91437 1.41041 0.17 0.24 -0.16
H 5.33449 -1.42328 0.26679 0.10 0.08 -0.27
C -3.34160 -3.04831 1.14041 1.16 0.11 0.29
C -3.54637 -4.11156 0.10793 -0.86 0.13 0.40
C -3.91229 -5.43962 0.77775 0.58 -0.76 -0.25
O -4.04730 -6.44341 -0.19018 -0.24 -1.19 -1.94
C -4.16221 -7.78995 0.29215 0.16 1.47 -0.50
N -4.54313 -3.67591 -0.86182 0.04 -1.35 -0.67
H -4.24637 -2.78371 1.68765 0.01 -0.07 0.06
H -2.89053 -2.15809 0.70207 -0.36 0.09 -0.17
H -2.56359 -3.43326 1.79966 -0.15 0.15 0.62
H -2.61750 -4.27311 -0.43906 0.08 0.03 -0.07
H -4.86590 -5.40621 1.30465 0.00 0.44 0.66
H -3.07770 -5.81732 1.36843 0.01 0.57 0.98
H -4.13416 -8.49338 -0.54001 -0.07 0.33 -0.24
H -5.13687 -7.87039 0.77347 0.19 -0.40 0.59
H -3.27626 -7.99603 0.89276 -0.29 -0.24 0.62
H -4.59765 -4.52389 -1.40778 0.03 -0.06 -1.24
H -5.47832 -3.74273 -0.48624 -0.32 0.60 0.88
C 4.23058 2.87511 -3.94567 0.83 0.17 -0.50
C 3.34347 1.71576 -3.64714 -0.17 -1.28 2.56
C 4.21700 0.50704 -3.14262 0.09 -0.14 -0.53
O 5.24777 0.04474 -4.06100 -0.05 0.94 -0.05
C 4.79562 -0.82370 -5.09935 -0.60 0.35 1.07
N 2.36047 2.11481 -2.57668 0.08 -0.32 -1.51
H 5.12126 2.54524 -4.48045 -0.28 -0.09 -0.77
H 4.73494 3.28112 -3.06882 -0.71 0.28 0.47
H 3.65795 3.61641 -4.50305 0.37 0.29 0.12
H 2.82317 1.36182 -4.53714 -0.24 0.25 -0.13
H 3.64586 -0.38041 -2.86998 -0.64 0.08 -0.08
H 4.69120 0.80525 -2.20758 0.44 0.18 -0.15
H 5.07653 -0.53773 -6.11296 0.55 0.31 0.17
H 3.70614 -0.78979 -5.10097 -0.18 -0.52 -0.03
H 5.18267 -1.81019 -4.84413 -0.24 -0.25 -0.38
H 2.67695 2.78353 -1.88912 0.62 0.12 -0.24
H 1.96398 1.37270 -2.01796 0.10 -0.36 -0.53
C 2.93641 3.68940 2.33665 0.92 1.34 0.36
C 3.88958 3.63531 1.14201 0.08 -0.31 0.23
C 5.24571 2.98523 1.42005 0.74 1.34 0.80
O 6.03137 3.81385 2.31887 -1.39 -0.48 0.10
C 7.16025 3.18047 2.87616 -0.03 1.11 -0.55
N 3.17949 2.84948 0.14766 0.03 -1.09 0.03
H 2.80121 2.72854 2.83320 -0.06 -0.17 -0.35
H 1.99770 4.08650 1.95033 -0.19 -0.20 0.24
H 3.29217 4.38847 3.09350 0.02 0.08 0.13
H 4.04790 4.59317 0.64649 0.14 0.47 0.67
H 5.85649 2.96321 0.51752 -0.30 -0.59 -0.45
H 5.09965 2.00050 1.86398 0.05 -0.26 -0.11
H 7.50560 3.91857 3.60008 0.23 -0.36 0.29
H 7.91658 3.12065 2.09355 0.36 -0.47 0.00
H 6.97605 2.20771 3.33213 -0.16 -0.05 0.00
H 3.63080 1.94636 0.11948 0.57 -0.38 -0.73
H 2.36732 2.50171 0.63708 -0.69 0.21 -0.34
C -3.65345 0.95083 0.08453 0.64 0.92 -0.73
C -4.93874 0.85704 -0.69873 -0.55 -0.27 -0.91
C -4.90444 1.44409 -2.16582 1.09 -0.45 0.69
O -3.94693 0.81334 -3.03010 0.00 0.19 -0.10
C -3.52595 1.72212 -4.04895 -0.40 0.43 0.83
N -5.32402 -0.54792 -0.72994 -0.60 -0.49 -0.09
H -2.92204 0.29776 -0.39152 0.02 -0.36 0.47
H -3.79712 0.80475 1.15510 0.01 -0.57 -0.10
H -3.21862 1.94734 0.00708 -0.09 0.28 -0.08
H -5.72188 1.37469 -0.14481 -0.10 0.88 -0.21
H -4.61547 2.49126 -2.07623 -0.18 0.32 0.12
H -5.86630 1.37824 -2.67433 -0.41 0.01 0.27
H -4.37058 2.19147 -4.55335 -0.41 -0.15 -0.20
H -2.88379 1.29508 -4.81926 -0.08 -0.45 0.47
H -3.01684 2.55014 -3.55571 0.43 0.17 -0.09
H -6.21153 -0.65087 -1.20093 -0.09 0.06 -0.81
H -5.62932 -0.81955 0.19370 0.58 -0.15 0.61
C -5.85657 -0.55524 5.74978 0.09 -1.34 -0.91
C -4.79781 -1.71640 5.90311 0.90 2.51 0.43
C -3.33049 -1.17553 5.64225 -0.37 -0.58 -0.93
O -3.20065 -0.76999 4.23871 0.04 -0.49 1.33
C -1.81994 -0.75805 3.80049 -0.69 0.75 0.57
N -4.95995 -2.25814 7.26091 0.81 -0.90 -0.22
H -5.96160 -0.00271 6.68347 0.28 0.08 -0.11
H -6.80807 -1.04914 5.55280 -0.31 0.00 0.21
H -5.73055 0.10095 4.88860 0.44 0.08 0.11
H -4.80485 -2.48703 5.13228 -0.94 -0.13 0.14
H -2.62711 -1.99162 5.80763 -0.02 -0.30 0.12
H -3.00925 -0.37794 6.31213 -0.27 0.43 0.04
H -1.75661 -0.01621 3.00440 0.02 -0.38 -0.20
H -1.44269 -1.73469 3.49729 -0.22 -0.05 -0.12
H -1.19548 -0.37703 4.60855 0.19 -0.03 0.12
H -4.51719 -1.73180 8.00053 0.13 0.27 -0.29
H -5.91219 -2.43038 7.55017 -0.08 0.09 -0.40
C 0.31743 -0.93150 -3.08664 -0.09 1.18 -1.66
C -1.19686 -0.86934 -3.24977 -0.83 -2.52 0.74
C -1.63150 -1.09628 -4.72566 0.22 0.37 0.72
O -3.00807 -1.29700 -4.89108 -1.55 0.68 -1.03
C -3.45241 -1.12580 -6.26693 1.04 -0.35 0.68
N -1.71689 -1.97358 -2.38169 -0.43 0.17 -0.06
H 0.73482 -0.07343 -3.61352 0.48 0.45 0.37
H 0.68371 -1.76037 -3.69237 0.03 -0.48 0.35
H 0.66260 -0.99464 -2.05467 -0.14 0.10 -0.25
H -1.72556 -0.00378 -2.85056 0.51 0.37 -0.21
H -1.13566 -1.97031 -5.14793 0.61 -0.06 -0.06
H -1.36066 -0.18448 -5.25799 0.47 0.04 -0.36
H -4.43724 -0.67943 -6.40461 -0.23 -0.28 0.84
H -3.40763 -2.09478 -6.76410 -0.18 -0.12 -0.12
H -2.80502 -0.45823 -6.83556 0.45 0.13 0.13
H -1.15958 -1.96319 -1.53944 -0.10 0.21 0.37
H -1.54161 -2.89848 -2.74766 -0.01 -0.09 -0.60


Record 2
149
Properties=species:S:1:pos:R:3:forces:R:3 method="wB97M-V/def2-TZVPD" total_energy_ha=-4795.1881 molar_mass_g_mol=1223.0 charge=0 homo_ev="-5.79 / -8.53" largest_force_ev_per_a=2.6 spin_multiplicity=5 lumo_ev="-0.4 / -0.4"
Cr 11.12922 -20.22256 19.90257 0.22 -0.60 -1.21
Cs 8.00452 -21.24258 22.83535 0.16 0.01 -0.34
Cs 9.90122 -17.61805 24.00359 0.58 -0.06 -0.34
S 9.05276 -18.47038 20.36435 1.67 0.71 -0.62
O 10.49990 -18.24413 20.60219 -0.04 1.13 0.62
O 9.07452 -19.80052 19.68035 -1.64 -0.13 -0.15
O 8.34813 -18.51432 21.65238 -0.52 -0.34 0.24
O 8.51296 -17.43413 19.47327 -0.60 -0.81 0.51
S 12.02688 -20.82086 22.33981 0.51 0.47 0.36
O 11.73842 -19.90967 23.46089 -0.01 0.26 0.04
O 12.74842 -20.13083 21.22067 0.91 0.20 0.69
O 12.69711 -22.01962 22.76215 0.08 -0.45 0.06
O 10.69934 -21.12704 21.67403 -0.91 -0.49 -0.21
C 5.85773 -20.37052 17.97614 -0.61 0.34 1.02
C 5.66116 -21.23024 19.25116 2.33 1.17 -0.21
C 4.79489 -22.42216 19.02641 -1.01 0.26 0.20
O 3.48326 -21.94357 18.75554 0.04 -0.24 0.32
C 2.61160 -22.98416 18.37879 -0.25 0.42 -0.59
N 7.00534 -21.66994 19.74481 -0.58 -0.72 -0.13
H 4.91887 -19.86189 17.73120 0.02 -0.37 -0.40
H 6.25225 -20.97274 17.15778 -0.12 0.07 -0.15
H 6.55344 -19.56145 18.21818 0.24 -0.20 -0.11
H 5.30918 -20.56946 20.04895 -0.59 -0.23 -0.11
H 4.76448 -23.02482 19.94322 0.16 -0.26 -0.21
H 5.13298 -23.00734 18.15874 0.25 -0.12 0.21
H 1.59347 -22.59889 18.43245 0.03 0.02 0.09
H 2.67996 -23.87336 19.01141 0.18 0.01 0.04
H 2.79830 -23.23476 17.32504 0.01 -0.34 0.15
H 7.63782 -20.87560 19.87083 -0.33 0.07 -0.32
H 7.44345 -22.17758 18.97624 0.04 -0.10 0.19
C 7.39021 -18.29184 15.17492 -0.49 -0.91 -0.93
C 8.70809 -18.86957 15.67153 -0.08 0.94 0.45
C 9.69242 -19.02208 14.54013 0.00 -0.30 -0.55
O 9.09560 -19.82600 13.54120 -0.11 -0.25 -0.07
C 10.03007 -20.24664 12.58761 0.33 0.08 -0.47
N 9.33625 -17.97766 16.67315 -0.61 0.63 0.02
H 6.92171 -18.96101 14.43921 0.15 -0.15 0.23
H 7.52573 -17.38121 14.58446 0.10 0.31 0.55
H 6.66310 -18.19566 15.97987 0.12 0.39 0.09
H 8.52929 -19.84576 16.12822 0.06 0.00 0.06
H 10.63151 -19.49702 14.85727 -0.04 0.15 0.23
H 9.92912 -18.04175 14.09703 0.09 0.03 0.20
H 9.52448 -20.74813 11.76292 -0.22 -0.03 0.17
H 10.76570 -20.94611 13.00881 -0.02 0.12 0.07
H 10.56522 -19.39127 12.14652 0.03 -0.07 0.15
H 8.74862 -17.87162 17.50917 0.20 -0.58 -0.06
H 9.27030 -17.01603 16.32262 0.41 -0.23 -0.20
C 13.10853 -17.71649 18.42778 0.67 -0.21 0.56
C 12.85839 -18.93715 17.58048 -0.60 -0.18 -0.41
C 13.89004 -20.03059 17.74364 0.38 0.27 0.53
O 13.46665 -21.13338 16.97819 -0.23 -0.01 -0.39
C 14.44867 -22.10487 16.76214 0.22 -0.71 -0.18
N 11.49584 -19.48304 17.88416 0.56 0.33 -0.58
H 14.17123 -17.45204 18.44524 -0.07 0.04 -0.21
H 12.84821 -17.94319 19.46450 -0.16 0.15 -0.02
H 12.54946 -16.85612 18.07802 -0.14 0.06 -0.02
H 12.91031 -18.67991 16.51113 -0.18 0.13 0.10
H 14.02846 -20.32744 18.79466 -0.11 0.06 0.00
H 14.85129 -19.64590 17.37457 -0.01 -0.10 0.00
H 14.82700 -22.53783 17.69843 0.05 0.22 0.02
H 15.28814 -21.73829 16.15968 -0.01 0.18 0.17
H 13.98257 -22.92041 16.20616 -0.06 0.08 0.02
H 11.39397 -20.25902 17.22718 -0.08 -0.07 0.28
H 10.79864 -18.79225 17.51542 0.24 -0.26 0.46
C 9.76913 -22.41841 17.44651 -0.25 0.75 0.26
C 10.43038 -23.03839 18.66063 0.54 -0.52 0.33
C 10.81061 -24.47729 18.36913 0.10 0.00 -0.54
O 11.65624 -24.50278 17.23456 0.08 0.16 0.08
C 11.98318 -25.81236 16.85770 0.29 -0.09 -0.49
N 11.63307 -22.26395 19.04855 0.44 -0.86 -0.25
H 10.48325 -22.38226 16.62189 -0.13 -0.22 -0.09
H 9.46226 -21.38618 17.64661 0.02 -0.09 0.15
H 8.86439 -22.95361 17.15388 0.15 -0.18 -0.13
H 9.79565 -23.10999 19.55034 -0.27 0.41 -0.17
H 9.90386 -25.05097 18.12898 0.05 -0.15 0.34
H 11.36182 -24.90099 19.21881 -0.30 -0.18 0.10
H 12.64372 -25.74814 15.99152 -0.02 0.04 0.03
H 11.09019 -26.36757 16.54596 0.02 -0.09 0.20
H 12.52689 -26.34871 17.64391 -0.19 -0.03 0.09
H 12.27642 -22.31334 18.25134 -0.31 0.50 -0.06
H 12.15556 -22.82624 19.72893 -0.37 0.38 0.36
C 6.48377 -14.91934 22.35545 -0.82 1.20 0.79
C 5.64791 -16.01676 23.00039 0.48 -0.75 -0.94
C 4.17132 -15.71718 23.12620 -0.19 0.24 -0.78
O 3.95016 -14.42569 23.64766 0.56 -0.43 0.50
C 2.62116 -14.22129 24.01935 -0.12 0.55 0.00
N 5.74855 -17.23592 22.16214 0.70 0.22 -0.47
H 7.52259 -15.24177 22.25356 -0.09 0.08 -0.27
H 6.43662 -13.99992 22.95848 0.30 -0.22 0.11
H 6.02999 -14.59583 21.41500 0.30 -0.45 -0.28
H 6.10227 -16.28624 23.96277 -0.31 0.21 0.16
H 3.66723 -16.51785 23.68488 0.11 0.23 0.31
H 3.71453 -15.75323 22.12007 0.23 -0.09 0.00
H 2.22265 -15.08612 24.55505 -0.15 0.00 0.01
H 2.00459 -13.98462 23.14401 -0.15 -0.22 0.02
H 2.61511 -13.34863 24.67212 -0.14 -0.04 0.07
H 5.52061 -16.96653 21.19219 -0.63 0.05 0.42
H 6.75525 -17.34216 21.98892 -0.26 -0.59 0.48
C 4.25192 -16.25394 17.16574 -0.50 0.48 0.21
C 5.56994 -15.91559 17.80734 0.72 0.15 0.18
C 5.71113 -14.43004 18.10122 -0.13 0.13 0.33
O 5.96734 -13.73681 16.90362 -0.07 -0.25 -0.29
C 5.67690 -12.36691 16.96257 -0.31 -0.09 0.10
N 5.78313 -16.63990 19.07574 0.33 -0.26 -0.54
H 4.17505 -17.32011 16.95319 -0.06 0.02 -0.20
H 4.10850 -15.64504 16.27158 0.15 -0.30 -0.21
H 3.42477 -15.96264 17.82411 0.09 -0.24 0.15
H 6.38199 -16.14212 17.09727 -0.13 -0.02 -0.01
H 6.53805 -14.27285 18.81152 -0.04 -0.02 -0.08
H 4.79302 -14.04933 18.58046 0.04 -0.09 -0.05
H 6.04772 -11.93510 16.03712 0.16 0.21 0.11
H 6.12588 -11.90771 17.85168 0.14 0.15 -0.18
H 4.59148 -12.18616 17.00530 0.07 -0.07 0.07
H 5.52343 -17.61439 18.91873 -0.16 0.13 0.07
H 6.80486 -16.71379 19.19983 -0.60 0.12 0.26
C 11.70300 -13.66900 19.26583 -0.70 0.55 0.92
C 10.39736 -14.30909 19.74188 0.28 -0.07 -0.73
C 9.31717 -13.26999 19.96863 -0.84 -1.08 0.44
O 9.66257 -12.42604 21.04229 0.17 0.28 -0.16
C 8.68216 -11.44447 21.28792 0.20 0.33 -0.65
N 9.95266 -15.24255 18.69390 0.11 -0.03 0.17
H 11.50234 -13.09202 18.36286 0.19 -0.40 -0.34
H 12.46315 -14.43962 19.16392 0.21 0.17 -0.27
H 12.00380 -12.91834 20.00279 0.28 -0.25 0.07
H 10.57255 -14.85868 20.67510 0.04 0.21 0.22
H 8.40166 -13.82996 20.25366 0.08 0.17 -0.17
H 9.06644 -12.74397 19.03615 0.32 0.23 0.11
H 7.79567 -11.84992 21.78552 0.06 -0.01 0.12
H 8.36536 -10.97963 20.34016 -0.08 -0.14 0.09
H 9.15323 -10.64300 21.85458 -0.12 -0.16 0.34
H 9.28123 -15.91903 19.06862 0.15 0.55 -0.04
H 10.75468 -15.84593 18.52724 -0.04 0.04 -0.26
C 13.01248 -16.06333 22.35587 -0.20 0.25 0.01
C 13.98266 -16.43998 23.45391 -0.62 -0.84 -0.18
C 14.39246 -15.24691 24.25280 0.49 0.63 0.53
O 15.19784 -14.41999 23.44373 0.08 0.34 -0.22
C 15.43464 -13.15380 24.03255 -0.50 -0.67 0.60
N 13.31537 -17.42365 24.34033 0.14 1.28 -0.42
H 12.14176 -15.55964 22.79254 0.01 0.03 0.06
H 12.64176 -16.95153 21.83750 0.16 0.09 -0.21
H 13.47669 -15.34360 21.68081 -0.07 -0.20 -0.24
H 14.86978 -16.88260 22.98288 0.10 0.14 0.12
H 14.97882 -15.52248 25.15044 -0.14 -0.16 -0.10
H 13.50813 -14.69733 24.62057 0.01 -0.07 -0.16
H 16.14327 -12.60582 23.42547 0.00 0.06 -0.14
H 15.83259 -13.29466 25.05028 0.14 0.15 -0.16
H 14.48124 -12.61896 24.14146 0.17 0.19 -0.16
H 13.88546 -17.47043 25.17589 -0.09 -0.84 -0.03
H 13.24334 -18.28713 23.81154 0.02 -0.43 0.62


> Among the records above, which one has the lowest charge?

C32H88AsF6N8O8


> The lowest charge belongs to which entry?

C32H88AsF6N8O8


> Look up the charge of the first one.

-1


> Among the records above, which one has the lowest charge?

C32H88AsF6N8O8